94
Properties=species:S:1:pos:R:3:forces:R:3:mulliken_charge:R:1 method="wB97M-V/def2-TZVPD" relative_energy_kcal_mol=0.0 homo_lumo_gap_ha=0.198 homo_ha=-0.3552 charge=+1 total_energy_ha=-1905.9032
Pb 0.857348 1.211888 3.185702 0.084 -0.853 -0.756 1.0614
B -0.317910 0.394889 1.057561 -0.710 0.582 0.354 3.3142
H -0.384159 -0.355916 1.951606 0.063 -0.923 1.317 -0.3726
H -1.104933 1.225922 1.183540 -0.810 0.843 0.201 -1.1203
H 0.748502 0.879954 1.006278 1.581 0.616 -0.316 -0.5488
H -0.584602 -0.185451 0.101169 0.009 -0.617 -1.051 -0.7301
C 4.885586 2.963831 -0.905159 -0.958 1.628 -0.428 -1.3863
C 5.159896 1.487374 -1.077434 -0.649 -0.100 0.851 0.1682
C 5.232531 0.686826 0.241262 -0.329 0.491 0.812 -0.5764
C 4.138678 0.962520 1.203815 0.477 0.146 -1.198 0.0954
N 3.315653 1.212115 1.955127 -0.923 0.156 0.672 -0.3302
H 5.529534 3.739607 -0.480500 1.082 -0.884 -0.097 0.3855
H 3.987412 3.220988 -0.328719 -0.283 -0.792 -0.087 0.2619
H 4.651782 3.308997 -1.917118 0.112 0.268 0.086 0.3773
H 6.043436 1.307596 -1.684712 0.119 -0.100 0.178 0.4020
H 4.294366 1.132428 -1.637524 0.184 -0.278 -0.089 -0.0766
H 6.095631 1.021840 0.823914 0.359 -0.456 -0.223 0.4778
H 5.183764 -0.396545 0.123935 0.457 0.003 -0.264 0.2823
C -3.424485 -0.187337 -0.788950 -0.380 -0.892 -1.159 -0.2910
C -4.245653 0.048848 -2.068318 -0.195 0.586 0.655 -0.1886
C -5.269629 -1.028635 -2.274276 -1.732 -1.815 0.717 -0.7000
C -6.352645 -0.849833 -3.244607 0.609 0.392 -0.832 -0.0420
N -7.229573 -0.705261 -3.972090 0.025 -0.010 0.088 -0.4173
H -2.698579 -0.968386 -1.029661 0.101 -0.015 0.330 -0.0690
H -4.124018 -0.590288 -0.054714 0.360 0.332 0.504 0.4951
H -2.880301 0.706159 -0.494974 -0.146 0.024 0.267 -0.2164
H -3.571031 0.138629 -2.919649 -0.256 0.291 -0.153 0.2466
H -4.861933 0.934081 -1.880307 0.445 0.376 -0.551 0.3373
H -5.941534 -1.165153 -1.406115 0.683 0.447 0.532 0.2713
H -4.912227 -2.061640 -2.351762 0.503 0.252 -0.466 0.4208
C 4.797228 -5.247620 4.023022 -0.728 0.540 -0.011 -1.2794
C 4.333944 -3.906409 3.439820 0.600 -0.266 0.105 -0.1159
C 3.125837 -3.415921 4.210918 -0.469 0.114 0.318 -0.6100
C 2.457873 -2.246991 3.618932 0.427 -0.508 0.624 -0.0956
N 1.925025 -1.331289 3.187843 -0.347 0.825 -0.001 -0.1503
H 5.764211 -5.509733 3.605552 -0.101 -0.369 0.009 0.3553
H 4.013361 -5.985528 3.846985 0.361 -0.321 -0.208 0.3463
H 4.871212 -5.157432 5.108965 0.268 -0.007 -0.011 0.3375
H 4.119299 -3.964657 2.372438 0.070 -0.073 -0.001 0.2393
H 5.157267 -3.205917 3.599013 -0.160 0.228 -0.277 0.2882
H 3.451707 -3.200480 5.232072 -0.173 0.443 -0.051 0.3760
H 2.356135 -4.180097 4.355808 0.029 -0.100 -0.353 0.3482
C -3.975221 5.306039 2.030961 1.084 -0.433 0.093 -1.2087
C -2.743290 5.047070 1.151412 -0.649 0.407 -1.285 -0.8344
C -2.312596 3.587083 1.088273 -0.429 -0.506 -0.053 0.6353
C -1.869639 3.069884 2.381977 0.614 0.574 -0.123 0.4785
N -1.499914 2.764784 3.429579 0.236 -0.271 -0.109 -0.7102
H -3.682898 5.195263 3.077212 -0.130 0.244 0.087 0.3413
H -4.713585 4.525610 1.849804 -0.238 0.237 -0.190 0.3122
H -4.369485 6.301371 1.853910 -0.178 -0.047 0.082 0.3939
H -1.904406 5.733976 1.280498 0.103 -0.266 0.841 0.4037
H -2.954758 5.287912 0.101693 -0.496 -0.127 0.069 0.4220
H -1.619053 3.448191 0.256634 0.682 -0.092 0.560 -0.3750
H -3.108571 2.891827 0.791406 -0.415 0.430 0.080 0.1987
N 1.649349 -1.508644 -0.345113 -0.027 -0.712 0.596 1.2111
C 2.550602 -1.042207 -1.253701 -0.617 0.896 0.019 -0.6191
C 3.381062 -2.063698 -1.606822 0.697 -0.233 0.195 -0.9891
C 3.011311 -3.216141 -0.852472 -1.041 1.039 -0.230 -0.9389
C 1.905377 -2.817596 -0.097970 1.163 -1.217 -0.054 -0.5677
H 0.954284 -0.981173 0.172948 0.389 -0.144 -0.547 -0.5038
H 2.401326 -0.023970 -1.585461 0.375 -0.077 -0.219 0.6171
H 4.244791 -2.003862 -2.251140 -0.222 0.052 -0.254 0.4972
H 3.421006 -4.193190 -1.041150 -0.050 -0.132 0.464 0.5153
H 1.386801 -3.396242 0.650030 -0.302 0.156 -0.102 0.6062
N -0.464432 -0.673975 -3.029567 0.466 -0.967 -0.251 1.0084
C -0.436099 -0.165642 -4.276058 -0.434 0.380 -1.470 -0.3977
C -0.943268 -1.098672 -5.177487 0.497 1.372 0.918 -0.6590
C -1.230724 -2.257348 -4.426879 0.120 0.290 0.431 -0.8554
C -0.843385 -1.992226 -3.119850 -0.943 -0.311 0.104 -0.6263
H -0.293862 -0.140832 -2.196569 0.319 -0.186 0.078 -0.1411
H -0.033918 0.813243 -4.471709 -0.233 0.071 0.081 0.3514
H -1.116161 -0.833451 -6.206798 0.024 -0.450 -0.123 0.4203
H -1.762228 -3.109259 -4.816010 0.351 -0.335 0.218 0.4413
H -0.826272 -2.633144 -2.252347 -0.199 0.060 0.012 0.4748
N -2.848540 -1.469970 2.548635 0.042 1.008 -1.132 0.1741
C -2.541894 -2.799899 2.450143 -0.261 -0.108 0.773 -0.4303
C -3.546331 -3.474138 3.112963 -0.475 0.271 -0.199 -0.6674
C -4.518958 -2.511128 3.476427 -0.517 0.424 -0.084 -0.4121
C -4.092061 -1.259719 3.076114 -0.100 -1.561 0.084 -0.5831
H -2.381725 -0.735493 2.044192 0.158 -0.209 -0.102 0.0298
H -1.676738 -3.120446 1.895319 0.133 -0.067 0.232 0.4315
H -3.761463 -4.515363 3.285557 0.636 -0.167 -0.227 0.4042
H -5.490606 -2.761933 3.873482 0.063 0.146 0.144 0.3976
H -4.662173 -0.369246 2.876476 0.262 0.290 0.478 0.4129
N 1.223985 3.636992 -3.611850 -0.356 0.760 0.077 0.1060
C 1.470268 3.426151 -2.291116 -0.155 -0.635 -0.202 -1.9845
C 0.331080 2.842169 -1.761213 0.875 0.571 -0.004 1.0144
C -0.665423 2.853372 -2.775102 0.268 -0.172 0.908 -0.6629
C -0.087699 3.378049 -3.902224 -0.048 -0.257 -0.252 -0.7632
H 1.880546 4.078077 -4.230611 -0.125 0.070 -0.118 0.2298
H 2.417737 3.761659 -1.906796 -0.025 -0.384 0.303 0.4875
H 0.262658 2.424116 -0.770690 -0.188 0.162 0.116 0.5186
H -1.649470 2.491997 -2.522313 -0.224 0.052 -0.798 0.3885
H -0.459323 3.565804 -4.895339 -0.136 -0.104 0.049 0.4354